Density functional theory data (ωB97M-V/def2-TZVPD) for a cluster of 2 separate species, CH4BBrF3NO3P in total at a distorted geometry.

HOMO-LUMO gap ... 4.02 eV
Electronic energy ... -3560.85614 hartree
Energy above the lowest of the compared OMol25 structures with the same formula, charge and spin ... 1.143 eV
LUMO energy ... 1.1836 eV

The geometry in ORCA input format:
```
! wB97M-V def2-TZVPD RIJCOSX def2/J DEFGRID3
* xyz -1 1
N 1.51412 0.20808 1.51461
P 0.39994 0.41429 0.40093
O -0.62197 1.63822 0.89068
O 1.10567 0.89245 -1.06279
B -0.59939 -1.21280 0.30633
Br -2.47934 -1.21271 0.96166
C 0.08679 -2.59291 -0.26973
F -0.81989 -3.40066 -0.97111
F 1.22644 -2.31456 -1.04994
F 0.46289 -3.33705 0.86298
H 2.46131 0.35887 1.13573
H -1.14072 1.92617 0.07382
H 1.15682 0.16212 -1.70648
O -1.42486 3.81472 -0.76655
H -1.32780 4.65576 -0.32014
*
```



Density functional theory data (ωB97M-V/def2-TZVPD) for an isolated molecule of C5H7NO at a distorted geometry.

HOMO-LUMO gap ... 10.56 eV
Electronic energy ... -324.59707 hartree
SMILES ... CC[C@@]1(C#N)CO1
Energy above the lowest of the compared OMol25 structures with the same formula, charge and spin ... 3.467 eV
LUMO energy ... 0.1883 eV

The geometry in ORCA input format:
```
! wB97M-V def2-TZVPD RIJCOSX def2/J DEFGRID3
* xyz 0 1
C -1.98954 0.25691 0.22455
C -0.72535 -0.65246 0.25950
C 0.65864 0.03497 -0.03442
C 0.55074 0.67985 -1.34215
N 0.55704 1.19598 -2.38148
C 2.22353 0.04288 0.50712
O 1.92109 -1.16295 -0.00163
H -2.09750 0.82996 1.15024
H -2.88146 -0.37878 0.12362
H -2.02677 0.96164 -0.61599
H -0.70796 -1.17827 1.21357
H -0.84923 -1.42003 -0.52827
H 2.87491 0.65234 -0.14572
H 2.49185 0.13796 1.57106
*
```



Density functional theory data (ωB97M-V/def2-TZVPD) for an isolated molecule of C6H12O2 at a distorted geometry.

HOMO-LUMO gap ... 10.38 eV
Electronic energy ... -386.26957 hartree
SMILES ... C[C@@H](O)C(C)(C)C=O
Energy above the lowest of the compared OMol25 structures with the same formula, charge and spin ... 1.377 eV
LUMO energy ... 0.6628 eV

The geometry in ORCA input format:
```
! wB97M-V def2-TZVPD RIJCOSX def2/J DEFGRID3
* xyz 0 1
C -0.72290 0.01983 1.96937
C -0.50699 0.71724 0.64313
O 0.16344 1.90884 0.84333
C 0.13317 -0.14451 -0.48495
C 1.65208 -0.24894 -0.33953
C -0.51276 -1.51834 -0.61972
C -0.23917 0.73096 -1.67237
O 0.16248 1.87408 -1.81920
H -1.12209 0.74056 2.67827
H -1.40232 -0.82062 1.87625
H 0.23146 -0.33547 2.35033
H -1.50106 0.97710 0.04660
H 0.29721 2.31305 -0.05314
H 2.08868 -0.61595 -1.26992
H 2.08878 0.72709 -0.12542
H 1.89780 -0.92007 0.48241
H -1.59758 -1.43955 -0.68043
H -0.26604 -2.14750 0.23160
H -0.15738 -2.00267 -1.52832
H -0.68680 0.18489 -2.52829
*
```



Density functional theory data (ωB97M-V/def2-TZVPD) for a cluster of 4 separate species, C2H11O3S in total.

HOMO-LUMO gap ... 7.45 eV
Electronic energy ... -706.76783 hartree
Energy above the lowest of the compared OMol25 structures with the same formula, charge and spin ... 0.164 eV
LUMO energy ... 3.8198 eV

The geometry in ORCA input format:
```
! wB97M-V def2-TZVPD RIJCOSX def2/J DEFGRID3
* xyz -1 1
C 2.44869 -0.58740 -0.36925
C 1.49372 0.10357 0.59712
S 0.09440 0.90305 -0.31089
H 2.02749 -1.49949 -0.79683
H 2.59309 0.09087 -1.20966
H 3.39382 -0.88535 0.09692
H 1.10784 -0.59895 1.33953
H 1.99633 0.89162 1.15870
H -2.03794 -1.35105 1.24943
H -1.44000 -0.57157 0.14501
O -1.94573 -1.41456 0.29369
H -0.85044 -1.47531 -1.76367
H -0.01939 -0.56341 -2.51071
O -0.59112 -1.32009 -2.68133
H -1.05987 2.56855 2.41491
H -0.91217 1.18282 1.83900
O -1.18487 1.64998 2.65028
*
```



Density functional theory data (ωB97M-V/def2-TZVPD) for a cluster of 6 separate species, C33H59ClN4O12P2S6 in total at a distorted geometry.

HOMO-LUMO gap ... 6.09 eV
Electronic energy ... -5946.17351 hartree
SMILES ... CC[C@@H](Cl)c1c(CC(=O)N(C)C)c([PH2]=N)c([PH2]=O)c2nsnc12.O=S1(=O)CCCC1.O=S1(=O)CCCC1.O=S1(=O)CCCC1.O=S1(=O)CCCC1.O=S1(=O)CCCC1
LUMO energy ... -2.1332 eV

The geometry in ORCA input format:
```
! wB97M-V def2-TZVPD RIJCOSX def2/J DEFGRID3
* xyz 0 1
C 4.14545 4.21283 5.26471
C 3.70261 3.08642 4.12455
C 4.16355 3.51625 2.60105
Cl 5.39549 4.94413 2.68153
C 4.91115 2.30997 1.78028
C 4.35331 1.58209 0.40740
C 2.87601 2.09125 -0.18865
C 1.66102 1.10450 0.29726
O 1.96127 -0.21584 0.44299
N 0.22290 1.49481 0.55497
C -0.01480 2.98467 0.44790
C -0.21121 0.95286 1.92223
C 5.23157 0.37710 -0.35027
P 4.60636 -0.45807 -1.99466
N 4.38846 0.72308 -3.11676
C 6.68130 -0.13151 0.30968
P 7.75899 -1.53876 -0.42497
O 6.91796 -2.83044 -0.85885
C 7.24537 0.60066 1.67395
N 8.57088 0.13979 2.29331
S 8.61869 1.23660 3.69624
N 7.15046 2.23409 3.60297
C 6.36826 1.79311 2.38242
H 5.31020 4.21428 5.45702
H 3.54482 3.91413 6.24258
H 3.77068 5.30965 4.98412
H 2.52015 3.06466 4.12118
H 4.08968 2.01045 4.43754
H 3.20853 3.95596 2.07602
H 2.89159 2.03861 -1.38109
H 2.73985 3.22230 0.07766
H -1.19080 3.12184 0.29661
H 0.48700 3.50533 -0.47210
H 0.22005 3.55542 1.46964
H 0.52231 1.23726 2.79229
H -0.34113 -0.22226 1.80122
H -1.29453 1.34788 2.22735
H 3.42508 -1.24568 -1.75147
H 5.60104 -1.35494 -2.57085
H 5.03112 0.53716 -3.92254
H 8.64586 -1.04895 -1.44957
H 8.62294 -1.99703 0.67149
O 4.77776 -2.78033 -5.66268
S 6.16828 -2.59870 -5.30268
O 6.77393 -1.28733 -5.18460
C 6.48902 -3.51545 -3.80859
C 6.88325 -4.90175 -4.29591
C 7.81617 -4.67331 -5.48422
C 7.17092 -3.61469 -6.37700
H 5.60077 -3.51942 -3.17457
H 7.32050 -3.02923 -3.28966
H 7.36711 -5.48303 -3.50559
H 5.99330 -5.45147 -4.62491
H 8.78550 -4.30958 -5.12223
H 7.99940 -5.59900 -6.03868
H 7.92187 -2.99166 -6.86937
H 6.51433 -4.06791 -7.12476
O 7.58323 -7.78674 -0.63053
S 7.07193 -7.23339 0.60581
O 5.66142 -7.25055 0.93837
C 7.98965 -7.93731 1.96150
C 9.17935 -7.00479 2.13398
C 8.61831 -5.58942 2.00529
C 7.69815 -5.56993 0.78587
H 8.27835 -8.96281 1.72488
H 7.34541 -7.92144 2.84567
H 9.67478 -7.15928 3.09696
H 9.91536 -7.18423 1.34118
H 8.04289 -5.34195 2.90562
H 9.41526 -4.84527 1.91046
H 6.86186 -4.87996 0.92397
H 8.24617 -5.31365 -0.12499
O -4.23365 1.00384 3.34170
S -4.45566 1.57315 2.02917
O -3.79722 2.78678 1.58871
C -4.18975 0.30118 0.80974
C -5.54945 -0.36454 0.65883
C -6.56751 0.77450 0.63105
C -6.21597 1.73167 1.76872
H -3.41101 -0.38429 1.14839
H -3.88441 0.78853 -0.12101
H -5.59927 -0.97595 -0.24688
H -5.74650 -1.01560 1.51890
H -6.49935 1.30123 -0.32856
H -7.59251 0.40362 0.72962
H -6.45327 2.76699 1.51118
H -6.72236 1.45315 2.69698
O -7.48131 4.45460 1.93017
S -8.54514 4.13251 1.00245
O -8.29836 3.45983 -0.25733
C -9.81593 3.24876 1.88545
C -10.72879 4.34093 2.42268
C -10.89254 5.34278 1.28073
C -9.50400 5.60969 0.70212
H -9.36890 2.63742 2.67120
H -10.34251 2.61344 1.16704
H -11.69121 3.93594 2.74879
H -10.25929 4.83378 3.28240
H -11.53807 4.91082 0.50636
H -11.36361 6.27039 1.62062
H -9.54644 5.80290 -0.37277
H -9.01160 6.44273 1.21130
O -12.55708 2.18318 -3.41925
S -11.59494 1.96309 -2.36001
O -11.53917 2.79849 -1.17703
C -11.69302 0.25732 -1.85370
C -10.71944 -0.46407 -2.77374
C -9.48284 0.43004 -2.85120
C -9.96522 1.86072 -3.08472
H -12.71923 -0.10196 -1.94748
H -11.36672 0.19848 -0.81106
H -10.47602 -1.46221 -2.39810
H -11.15845 -0.57519 -3.77242
H -8.93375 0.37597 -1.90330
H -8.80041 0.10906 -3.64440
H -9.30786 2.59024 -2.60493
H -10.05403 2.08404 -4.15145
*
```



Density functional theory data (ωB97M-V/def2-TZVPD) for a cluster of 17 separate species, C4H32BO24 in total at a distorted geometry.

HOMO-LUMO gap ... 9.65 eV
Electronic energy ... -2002.51702 hartree
Energy above the lowest of the compared OMol25 structures with the same formula, charge and spin ... 3.537 eV
LUMO energy ... 1.8466 eV

The geometry in ORCA input format:
```
! wB97M-V def2-TZVPD RIJCOSX def2/J DEFGRID3
* xyz -1 1
O -3.42404 -1.20189 0.43914
C -2.24897 -0.91697 0.37425
O -1.75207 0.34469 0.28940
B -0.34406 0.24883 -0.11425
O 0.00309 -1.13551 0.20786
C -1.06150 -1.85256 0.35017
O -1.13368 -3.08345 0.51520
O 0.58713 1.23878 0.46805
C 0.95040 2.05748 -0.49655
O 1.74285 2.99358 -0.41479
C 0.29129 1.59244 -1.80201
O -0.29255 0.48366 -1.55140
O 0.27867 2.21132 -2.84203
O 2.27278 3.00312 -7.49997
H 2.29144 2.10237 -7.82328
H 2.02586 2.92236 -6.57870
O 7.31076 3.31305 -1.16184
H 6.80253 3.10365 -0.37821
H 7.44101 4.26031 -1.11738
O 0.87404 2.55114 4.81483
H 1.18113 1.88647 5.43137
H 0.84735 2.10115 3.97042
O 3.21294 -5.19973 0.60516
H 2.49875 -4.61388 0.85603
H 3.78888 -4.65850 0.06516
O 5.33626 3.22327 2.70816
H 5.61803 2.98486 3.59134
H 4.69556 3.92190 2.84106
O -4.58133 3.31241 -2.11430
H -5.37811 3.29844 -2.64456
H -4.04016 2.61048 -2.47577
O -8.27037 -1.45186 -1.97766
H -7.65627 -1.70365 -1.28796
H -8.01658 -0.55881 -2.21066
O 6.01156 7.10646 -0.34768
H 5.16936 6.65507 -0.29130
H 5.93775 7.65559 -1.12822
O 3.76303 -1.19924 4.20664
H 3.05434 -1.73930 4.55637
H 3.35517 -0.69417 3.50323
O -2.99745 3.57182 3.41731
H -2.09282 3.40261 3.68047
H -2.92139 4.09465 2.61913
O -2.45563 -8.49838 1.95463
H -2.08565 -7.65126 1.70618
H -2.41044 -9.02361 1.15567
O -6.33807 -3.51802 4.13653
H -7.25777 -3.25808 4.18964
H -5.94473 -2.88694 3.53383
O 0.84577 -8.92330 -0.77548
H 0.80026 -8.01997 -0.46220
H 1.55056 -8.91748 -1.42313
O -1.62781 5.00286 -6.93315
H -2.15424 4.24088 -7.17498
H -0.72684 4.67970 -6.92630
O -2.44882 -0.51891 5.62019
H -3.24279 -0.46396 5.08838
H -2.72207 -0.98171 6.41227
O 1.47833 -3.39346 -4.68468
H 1.18816 -2.87345 -3.93526
H 2.42138 -3.23724 -4.73446
*
```